Density functional theory data (ωB97M-V with the def2-TZVPD basis set) for a molecular structure, C4H11LuO3.

The value obtained for the frontier orbital gap (alpha / beta) is 7.1 / 7.1 eV. For the HOMO energy (alpha / beta), the calculation gives -17.34 / -17.34 eV. As for the LUMO energy (alpha / beta): -10.2584 / -10.2584 eV. The charge is +2.

Each line ends with the natural charge from an NBO analysis.
Atoms and positions in Å:
C (-0.177, -1.567, -2.489)  -0.125
O (0.287, -3.037, -1.226)  -1.043
H (-1.272, -1.608, -2.388)  0.219
H (-0.006, -0.689, -3.132)  0.210
H (0.424, -2.179, -3.172)  0.222
H (-0.377, -3.711, -1.372)  0.507
C (-0.059, 1.073, -0.728)  -0.113
C (0.203, 1.592, 0.668)  -0.115
O (0.410, 0.586, 1.666)  -0.695
C (0.056, 0.950, 2.999)  -0.275
H (0.732, 1.460, -1.394)  0.221
H (-1.059, 1.416, -1.043)  0.223
H (-0.688, 2.157, 0.976)  0.231
H (1.131, 2.180, 0.667)  0.232
H (0.320, 0.118, 3.659)  0.210
H (0.613, 1.844, 3.306)  0.248
H (-1.022, 1.153, 3.039)  0.225
Lu (0.518, -1.417, 0.809)  2.538
O (-0.033, -0.321, -0.845)  -0.919


Density functional theory data (ωB97M-V with the def2-TZVPD basis set) for a gas-phase ion, C3H3N2O2S (charge -1).

The value obtained for the relative energy (zero: lowest compared OMol25 entry of this formula, charge and spin) is 76.55 kcal/mol. The value obtained for the frontier orbital gap is 7.7 eV. For the HOMO energy, the calculation gives -4.31 eV. As for the LUMO energy: 3.4314 eV. The charge is -1.

Each line ends with the natural charge from an NBO analysis.
Atoms and positions in Å:
C (0.030, 1.827, -0.001)  0.579
C (-2.282, 0.861, -0.133)  0.488
C (0.312, 0.279, -0.484)  -0.743
N (-1.158, 2.250, 0.057)  -0.632
N (-1.241, -1.521, 0.904)  -1.139
O (1.071, 2.435, 0.237)  -0.733
O (-3.429, 0.934, 0.176)  -0.549
S (-1.238, -0.671, -0.455)  0.920
H (0.826, 0.181, -1.554)  0.231
H (0.923, 0.124, 0.376)  0.253
H (-0.873, -1.003, 1.640)  0.326


Density functional theory data (ωB97M-V with the def2-TZVPD basis set) for a molecular structure, C31H39F18GeN2O6S2Si3Ti.

The value obtained for the relative energy (zero: lowest compared OMol25 entry of this formula, charge and spin) is 8.04 kcal/mol. The value obtained for the frontier orbital gap is 7.4 eV. For the HOMO energy, the calculation gives -5.20 eV. As for the LUMO energy: 2.1872 eV. The charge is -1.

Each line ends with the Mulliken charge.
Atoms and positions in Å:
Ti (-0.015, 0.032, 0.166)  -0.492
C (4.320, 5.689, 0.652)  -1.666
C (3.663, 4.358, 0.405)  0.456
C (4.227, 3.396, -0.419)  -1.282
C (3.609, 2.181, -0.630)  -0.779
C (2.372, 1.844, -0.056)  1.508
N (1.784, 0.596, -0.317)  1.025
C (2.486, -0.365, -1.097)  -0.055
C (2.827, -0.102, -2.415)  0.073
C (3.525, -1.030, -3.169)  -1.426
C (3.877, -2.256, -2.626)  0.516
C (4.627, -3.286, -3.428)  -1.788
C (3.500, -2.533, -1.314)  -0.811
C (2.806, -1.613, -0.545)  -0.891
C (2.227, -1.899, 0.845)  1.994
O (0.879, -1.644, 0.827)  0.664
C (2.948, -1.013, 1.957)  0.198
F (3.534, -1.724, 2.940)  -0.356
F (2.059, -0.232, 2.557)  -0.233
F (3.918, -0.236, 1.444)  -0.303
C (2.424, -3.377, 1.287)  0.031
F (3.734, -3.703, 1.399)  -0.308
F (1.892, -4.247, 0.433)  -0.137
F (1.845, -3.596, 2.475)  -0.276
C (1.811, 2.814, 0.816)  -1.290
C (2.474, 4.022, 1.026)  -0.513
C (0.607, 2.526, 1.712)  1.523
O (-0.003, 1.336, 1.406)  -0.744
C (1.068, 2.520, 3.226)  0.713
F (0.930, 3.748, 3.778)  -0.294
F (0.341, 1.674, 3.952)  -0.243
F (2.353, 2.201, 3.379)  -0.246
C (-0.557, 3.561, 1.615)  -0.219
F (-0.188, 4.850, 1.669)  -0.313
F (-1.210, 3.386, 0.472)  0.264
F (-1.441, 3.355, 2.604)  -0.333
H (5.188, 5.822, 0.006)  0.388
H (4.655, 5.780, 1.687)  0.313
H (3.628, 6.511, 0.458)  0.361
H (5.178, 3.589, -0.905)  0.318
H (4.111, 1.459, -1.253)  0.539
H (2.547, 0.853, -2.838)  0.467
H (3.777, -0.803, -4.199)  0.285
H (4.713, -2.984, -4.471)  0.383
H (4.119, -4.251, -3.394)  0.374
H (5.636, -3.431, -3.035)  0.328
H (3.748, -3.504, -0.910)  0.482
H (2.051, 4.730, 1.726)  0.535
F (-0.414, -1.599, 3.257)  -0.062
C (-1.450, -2.384, 3.033)  0.295
F (-1.091, -3.655, 3.162)  -0.224
F (-2.388, -2.108, 3.940)  -0.275
S (-2.206, -2.097, 1.348)  1.388
O (-1.820, -0.716, 1.005)  -0.889
O (-3.599, -2.312, 1.552)  -0.692
N (-1.535, -3.175, 0.445)  -0.649
S (-0.953, -2.914, -0.985)  1.272
O (-0.784, -1.494, -1.295)  -1.000
O (0.092, -3.794, -1.369)  -0.750
C (-2.389, -3.505, -2.015)  0.470
F (-2.342, -3.004, -3.250)  -0.165
F (-2.321, -4.833, -2.094)  -0.232
F (-3.552, -3.181, -1.462)  -0.215
C (0.176, -1.366, -4.243)  -0.984
Si (-0.338, 0.453, -4.105)  1.481
C (1.096, 1.397, -4.949)  -1.688
C (-1.814, 0.597, -5.279)  -1.472
Ge (-0.894, 1.432, -1.945)  1.350
Si (-0.521, 3.730, -2.638)  0.955
C (-1.005, 3.939, -4.459)  -1.315
C (1.275, 4.302, -2.495)  -1.095
C (-1.564, 5.080, -1.805)  -1.259
Si (-3.294, 1.463, -1.802)  0.526
C (-4.057, -0.246, -1.983)  -0.964
C (-4.145, 2.530, -3.113)  -1.144
C (-3.866, 2.127, -0.130)  -1.055
H (0.905, -1.450, -5.054)  0.592
H (-0.685, -1.978, -4.514)  0.400
H (0.628, -1.787, -3.349)  -0.210
H (1.952, 0.732, -5.069)  0.432
H (1.434, 2.285, -4.412)  0.366
H (0.794, 1.716, -5.951)  0.572
H (-1.535, 0.185, -6.254)  0.437
H (-2.138, 1.629, -5.426)  0.333
H (-2.664, 0.023, -4.904)  0.270
H (-0.446, 3.311, -5.154)  0.293
H (-0.806, 4.984, -4.717)  0.454
H (-2.069, 3.758, -4.614)  0.249
H (1.999, 3.508, -2.684)  0.204
H (1.473, 4.679, -1.488)  0.151
H (1.464, 5.114, -3.204)  0.633
H (-2.510, 4.717, -1.402)  0.170
H (-1.791, 5.850, -2.550)  0.489
H (-1.019, 5.554, -0.990)  0.311
H (-3.564, -0.848, -2.746)  0.015
H (-5.113, -0.154, -2.256)  0.577
H (-4.008, -0.786, -1.037)  0.224
H (-3.993, 2.125, -4.116)  0.292
H (-3.814, 3.569, -3.109)  0.224
H (-5.221, 2.518, -2.908)  0.419
H (-3.236, 1.786, 0.692)  0.005
H (-4.884, 1.777, 0.065)  0.493
H (-3.878, 3.220, -0.114)  0.256


Density functional theory data (ωB97M-V with the def2-TZVPD basis set) for a gas-phase ion, C14H20N3O4S3 (charge +1).

The value obtained for the frontier orbital gap is 6.3 eV. For the HOMO energy, the calculation gives -10.83 eV. As for the LUMO energy: -4.5569 eV. The charge is +1.

Each line ends with the natural charge from an NBO analysis.
Atoms and positions in Å:
O (-1.411, -4.409, 2.890)  -0.386
C (-2.028, -3.468, 3.000)  0.912
N (-2.741, -2.471, 3.134)  -0.599
C (-2.054, -1.233, 3.309)  -0.116
S (-3.008, 0.093, 4.189)  0.421
C (-1.726, 1.139, 3.709)  0.031
N (-1.080, 0.768, 2.651)  -0.273
C (0.116, 1.519, 2.193)  -0.220
C (0.014, 2.087, 0.772)  -0.427
C (1.364, 2.150, 0.059)  -0.518
S (2.212, 0.539, 0.001)  0.126
C (3.214, 0.612, -1.527)  -0.129
S (4.741, 1.069, -1.372)  0.229
N (2.711, 0.243, -2.799)  -0.510
C (2.234, -1.140, -2.906)  -0.252
C (0.749, -1.293, -2.686)  -0.086
O (0.036, -0.478, -3.601)  -0.513
C (0.297, 0.869, -3.280)  -0.083
C (1.772, 1.225, -3.396)  -0.243
C (-1.666, -0.444, 2.059)  -0.070
C (-0.976, -1.168, 0.924)  -0.563
C (-1.941, -2.101, 0.199)  0.789
O (-1.641, -3.234, -0.037)  -0.507
O (-3.162, -1.612, -0.127)  -0.677
H (-1.149, -1.319, 3.918)  0.210
H (-1.469, 2.010, 4.291)  0.262
H (0.984, 0.882, 2.346)  0.243
H (0.212, 2.351, 2.882)  0.228
H (-0.311, 3.122, 0.871)  0.235
H (-0.737, 1.601, 0.156)  0.212
H (2.007, 2.834, 0.613)  0.226
H (1.252, 2.593, -0.923)  0.240
H (2.469, -1.515, -3.902)  0.224
H (2.759, -1.785, -2.203)  0.216
H (0.535, -0.934, -1.682)  0.143
H (0.423, -2.327, -2.735)  0.213
H (-0.260, 1.478, -3.989)  0.211
H (-0.087, 1.109, -2.280)  0.133
H (2.058, 1.350, -4.436)  0.223
H (1.925, 2.180, -2.898)  0.202
H (-2.620, -0.072, 1.657)  0.227
H (-0.197, -1.816, 1.319)  0.258
H (-0.557, -0.487, 0.196)  0.268
H (-3.101, -0.720, -0.494)  0.489


For each record above, in turn, the calculated total energy values are -44067.551, -21068.286, -221904.719, -59999.252 eV.